(1)
Here is C12H16Cl3N3ORu as an isolated structure from the Open Molecules 2025 dataset. Energies are from ωB97M-V/def2-TZVPD.

Geometry (Å):
C: 1.778 -0.351 -0.425
C: 1.651 -0.363 0.974
C: 0.765 0.651 1.370
C: 2.358 -1.304 1.884
C: 0.348 1.392 0.182
C: 0.993 0.742 -0.952
C: 1.173 1.347 -2.289
C: 2.738 -1.157 -1.197
C: 0.479 1.026 2.764
C: -0.146 2.788 0.186
Ru: -1.122 -0.023 -0.596
Cl: -0.815 -2.537 1.355
Cl: -0.495 -1.606 -2.121
Cl: -2.423 0.746 1.128
H: 2.493 -2.274 1.396
H: 1.773 -1.468 2.792
H: 3.347 -0.916 2.164
H: 0.181 0.131 3.320
H: -0.350 1.732 2.802
H: 1.347 1.469 3.276
H: -0.889 2.909 0.975
H: -0.624 3.012 -0.766
H: 0.677 3.491 0.357
H: 0.266 1.888 -2.570
H: 1.353 0.565 -3.033
H: 2.028 2.036 -2.289
H: 2.709 -2.197 -0.858
H: 3.774 -0.804 -1.081
H: 2.487 -1.146 -2.257
O: -1.846 1.087 -1.904
H: -1.975 0.475 -2.662
N: -2.741 -1.291 -0.633
C: -3.794 -1.810 -0.706
N: -4.804 -2.542 -0.905
C: -5.855 -2.730 -0.145
N: -6.839 -2.967 0.465

## Properties
- Electronic energy: -59370.882 eV
- Multiplicity: 5
- Gap between HOMO and LUMO (alpha / beta): 5.7 / 6.4 eV
- Net charge: -2

(2)
Here is one molecule with the formula C2H7N3S2 from the Open Molecules 2025 dataset. Energies are from ωB97M-V/def2-TZVPD.

Geometry (Å):
C: -0.123 0.260 0.171
C: -1.362 0.001 0.827
H: 1.724 0.995 -1.182
H: 1.841 2.572 -0.535
H: -1.279 -0.826 1.545
H: -1.688 0.898 1.333
H: -3.375 -1.385 0.344
H: -0.158 -1.377 -1.115
H: 2.797 -1.199 -0.491
N: 1.654 1.569 -0.314
N: 0.423 1.427 0.280
N: 0.508 -0.773 -0.633
S: -2.685 -0.484 -0.398
S: 1.720 -1.678 0.169

## Properties
- Electronic energy: -28326.730 eV
- SMILES: N/N=C(/CS)NS
- Gap between HOMO and LUMO: 9.4 eV

Q: Which value of electronic energy does entry 2 give?
A: -28326.730 eV